Record 1
Computed, not measured: a 11-piece molecular cluster, C60H151N9O20 overall, with the ωB97M-V functional and the def2-TZVPD basis.

XYZ file:
```
240
Properties=species:S:1:pos:R:3
O 21.98 26.10 22.85
O 25.80 27.83 23.38
O 21.88 16.28 19.68
O 19.43 20.19 19.08
O 15.08 25.59 20.38
O 24.78 22.74 26.10
O 23.85 23.41 17.83
O 17.35 21.50 20.62
O 18.70 19.48 12.86
O 20.16 24.23 15.78
O 22.60 17.76 15.25
O 17.22 17.35 18.23
O 21.27 30.98 16.53
O 12.64 18.74 17.92
O 15.65 21.62 17.11
O 26.74 27.37 18.74
O 29.71 24.60 25.80
O 25.12 21.43 21.46
O 21.57 29.25 20.07
O 20.45 11.67 21.76
N 27.65 22.80 26.58
N 14.47 16.69 18.65
N 20.47 19.82 15.15
N 25.61 26.21 20.87
N 20.14 27.51 15.65
N 21.68 26.23 20.01
N 16.76 23.61 18.66
N 24.09 20.78 18.89
N 22.36 13.67 20.61
C 22.82 16.52 15.86
C 30.81 25.49 25.84
C 20.78 29.72 16.84
C 19.45 24.55 14.62
C 25.52 23.83 26.61
C 21.57 26.14 24.19
C 24.96 26.64 23.23
C 28.81 22.39 25.74
C 30.04 23.22 26.02
C 25.07 21.31 17.93
C 19.96 11.01 22.91
C 12.20 17.70 18.75
C 21.70 17.66 19.99
C 16.45 25.13 20.65
C 21.88 11.48 21.69
C 20.42 22.22 18.18
C 18.16 17.31 17.18
C 16.62 19.69 21.95
C 11.71 19.07 16.92
C 15.56 16.21 19.42
C 20.95 26.51 16.41
C 24.72 19.85 19.81
C 21.84 31.68 17.62
C 23.25 15.82 19.81
C 22.79 27.18 19.97
C 27.00 27.49 24.07
C 20.60 21.01 19.11
C 26.27 25.40 19.84
C 21.90 25.03 20.75
C 15.26 20.28 16.90
C 25.77 20.38 20.74
C 22.40 12.22 20.43
C 23.41 22.79 26.52
C 24.42 22.36 17.04
C 21.72 20.00 15.74
C 23.43 24.50 16.97
C 22.59 28.45 20.74
C 20.17 25.23 16.79
C 26.13 26.16 18.54
C 14.97 21.10 20.65
C 16.83 16.05 18.59
C 18.49 20.41 13.92
C 26.88 23.90 26.07
C 21.30 25.09 22.09
C 17.54 19.07 12.15
C 26.54 28.24 17.60
C 22.20 18.66 16.29
C 14.29 25.25 21.48
C 25.90 21.82 22.54
C 23.09 14.39 19.48
C 17.31 23.33 17.37
C 17.10 24.93 19.23
C 20.75 28.88 15.54
C 20.98 30.33 20.79
C 17.05 21.89 16.98
C 19.83 20.89 14.39
C 13.42 17.15 19.50
C 25.44 25.63 22.15
C 20.88 21.30 20.60
C 16.32 20.44 20.65
H 22.17 10.43 21.70
H 21.28 20.36 21.07
H 20.53 24.75 17.68
H 17.75 18.92 11.09
H 18.55 18.36 17.22
H 21.89 15.88 16.00
H 16.46 19.72 19.78
H 23.02 27.43 18.94
H 25.76 24.45 19.62
H 14.26 20.40 21.08
H 17.16 22.13 19.88
H 21.39 22.50 17.72
H 17.41 21.73 15.97
H 20.66 17.80 19.97
H 29.10 21.35 25.80
H 16.68 19.79 12.29
H 14.37 24.17 21.68
H 21.74 21.96 20.75
H 21.29 29.25 17.63
H 31.44 25.22 24.99
H 14.70 19.95 17.76
H 23.33 22.41 27.56
H 22.21 18.44 19.42
H 19.71 25.49 14.08
H 12.14 19.86 16.28
H 21.77 26.21 15.77
H 17.94 21.30 13.47
H 16.13 19.67 16.67
H 22.86 22.13 25.82
H 27.50 26.66 23.59
H 30.44 23.07 27.02
H 21.66 24.13 22.59
H 20.26 29.51 14.81
H 26.13 19.54 21.30
H 11.76 16.93 18.09
H 14.56 21.28 19.65
H 21.76 28.79 15.06
H 22.94 24.78 20.84
H 26.84 27.15 25.06
H 25.30 22.56 23.12
H 23.57 15.85 20.82
H 16.64 20.34 22.79
H 18.38 23.39 17.39
H 17.59 19.22 21.73
H 22.15 27.00 24.61
H 13.32 25.68 21.28
H 19.70 21.79 15.02
H 30.83 22.95 25.33
H 24.85 26.10 24.18
H 20.20 25.28 22.04
H 26.34 25.06 22.46
H 22.95 18.81 17.05
H 24.03 27.06 22.99
H 23.96 19.40 20.40
H 21.89 17.85 21.05
H 24.24 25.02 16.44
H 19.92 9.92 22.75
H 22.45 20.51 14.99
H 24.03 13.88 19.56
H 15.87 16.84 20.29
H 15.26 15.20 19.83
H 21.78 25.17 24.68
H 10.66 19.32 17.25
H 18.97 16.63 17.44
H 20.47 18.99 14.59
H 21.51 20.51 18.76
H 23.25 16.55 16.86
H 20.50 11.31 23.80
H 27.66 28.34 24.19
H 19.99 23.09 18.59
H 25.18 22.82 16.32
H 19.29 27.63 16.21
H 17.89 19.98 14.74
H 23.45 11.96 20.38
H 16.55 15.39 17.75
H 23.70 21.58 19.40
H 21.93 11.91 19.50
H 22.88 25.21 17.63
H 18.88 11.33 22.99
H 21.29 26.93 17.35
H 21.65 31.21 20.54
H 22.75 14.18 18.50
H 23.46 15.98 15.17
H 22.73 24.10 16.25
H 25.09 26.19 18.18
H 23.65 21.88 16.39
H 26.80 23.90 24.92
H 26.99 22.02 26.52
H 26.05 21.07 23.29
H 17.13 18.20 12.59
H 21.35 18.30 16.85
H 22.34 11.89 22.59
H 22.69 31.10 18.03
H 19.72 29.76 17.19
H 23.65 26.66 20.26
H 17.71 15.58 19.12
H 25.47 23.76 27.75
H 17.78 17.10 16.21
H 22.24 28.24 21.80
H 27.06 27.80 16.73
H 20.91 30.29 21.89
H 30.45 26.48 25.70
H 24.65 24.83 22.11
H 20.05 21.80 21.11
H 25.45 28.38 17.38
H 26.11 27.08 20.92
H 28.64 22.54 24.69
H 19.94 30.41 20.44
H 24.91 24.71 26.27
H 21.35 24.19 20.26
H 27.30 25.07 20.11
H 27.25 24.82 26.45
H 16.97 25.90 21.21
H 21.25 31.77 18.51
H 24.00 16.36 19.15
H 16.70 25.73 18.64
H 15.88 18.86 22.12
H 20.40 21.17 13.51
H 26.64 20.83 20.23
H 31.43 25.29 26.76
H 26.72 25.48 17.82
H 26.92 29.22 17.90
H 14.67 25.75 22.35
H 13.81 17.97 20.13
H 18.77 20.50 19.76
H 25.18 18.97 19.27
H 14.69 17.47 18.08
H 22.15 32.62 17.27
H 18.17 25.04 19.25
H 26.85 22.18 22.23
H 18.36 24.55 14.78
H 19.85 21.83 17.36
H 16.91 24.10 16.66
H 19.63 23.70 13.97
H 20.87 26.80 20.36
H 25.45 20.51 17.31
H 16.46 24.18 21.16
H 14.51 20.25 16.06
H 21.41 14.08 20.73
H 26.03 21.79 18.40
H 17.64 21.22 17.63
H 15.04 22.05 21.22
H 15.72 23.53 18.58
H 20.46 26.28 24.16
H 23.59 28.89 20.65
H 21.69 20.69 16.55
H 11.35 18.05 19.42
H 19.12 25.53 16.88
H 13.18 16.36 20.16
H 22.96 23.81 26.52
H 11.67 18.18 16.29
```

Output
max |F|	3.41	eV Å⁻¹
energy relative to the best compared isomer or geometry (same formula, charge and spin)	44.9	kJ/mol
gap between HOMO and LUMO	8.7	eV
DFT total energy	-119014.492	eV
SMILES	COCCNCCOC.COCCNCCOC.COCCNCCOC.COCCNCCOC.COCCNCCOC.COCCNCCOC.COCCNCCOC.COCCNCCOC.COCCNCCOC.CC(C)O.CC(C)O

Results of the Löwdin charge analysis, in e, for atoms 1 through 99: number 1, O, carries -0.26; number 2, O, carries -0.17; number 3, O, carries -0.19; number 4, O, carries -0.09; number 5, O, carries -0.20; number 6, O, carries -0.22; number 7, O, carries -0.21; number 8, O, carries -0.13; number 9, O, carries -0.19; number 10, O, carries -0.22; number 11, O, carries -0.15; number 12, O, carries -0.21; number 13, O, carries -0.16; number 14, O, carries -0.23; number 15, O, carries -0.19; number 16, O, carries -0.19; number 17, O, carries -0.22; number 18, O, carries -0.17; number 19, O, carries -0.23; number 20, O, carries -0.20; number 21, N, carries -0.02; number 22, N, carries -0.05; number 23, N, carries -0.04; number 24, N, carries -0.07; number 25, N, carries -0.05; number 26, N, carries -0.03; number 27, N, carries -0.06; number 28, N, carries -0.02; number 29, N, carries -0.05; number 30, C, carries -0.13; number 31, C, carries -0.10; number 32, C, carries -0.24; number 33, C, carries -0.11; number 34, C, carries -0.27; number 35, C, carries -0.11; number 36, C, carries -0.16; number 37, C, carries -0.19; number 38, C, carries -0.22; number 39, C, carries -0.19; number 40, C, carries -0.13; number 41, C, carries -0.21; number 42, C, carries -0.11; number 43, C, carries -0.16; number 44, C, carries -0.21; number 45, C, carries -0.04; number 46, C, carries -0.11; number 47, C, carries -0.05; number 48, C, carries -0.12; number 49, C, carries -0.24; number 50, C, carries -0.19; number 51, C, carries -0.23; number 52, C, carries -0.09; number 53, C, carries -0.20; number 54, C, carries -0.22; number 55, C, carries -0.11; number 56, C, carries -0.44; number 57, C, carries -0.19; number 58, C, carries -0.24; number 59, C, carries -0.09; number 60, C, carries -0.23; number 61, C, carries -0.21; number 62, C, carries -0.10; number 63, C, carries -0.21; number 64, C, carries -0.23; number 65, C, carries -0.10; number 66, C, carries -0.16; number 67, C, carries -0.21; number 68, C, carries -0.28; number 69, C, carries -0.05; number 70, C, carries -0.23; number 71, C, carries -0.24; number 72, C, carries -0.25; number 73, C, carries -0.20; number 74, C, carries -0.10; number 75, C, carries -0.08; number 76, C, carries -0.20; number 77, C, carries -0.13; number 78, C, carries -0.13; number 79, C, carries -0.21; number 80, C, carries -0.22; number 81, C, carries -0.15; number 82, C, carries -0.17; number 83, C, carries -0.12; number 84, C, carries -0.19; number 85, C, carries -0.19; number 86, C, carries -0.22; number 87, C, carries -0.21; number 88, C, carries -0.04; number 89, C, carries -0.46; number 90, H, carries 0.11; number 91, H, carries 0.09; number 92, H, carries 0.08; number 93, H, carries 0.08; number 94, H, carries 0.09; number 95, H, carries 0.11; number 96, H, carries 0.14; number 97, H, carries 0.10; number 98, H, carries 0.11; number 99, H, carries 0.07



Record 2
Computed, not measured: an isolated ion of composition C3H6OPS and charge -1, with the ωB97M-V functional and the def2-TZVPD basis.

XYZ file:
```
12
Properties=species:S:1:pos:R:3
S 2.93 0.79 0.09
P 0.05 -0.09 -0.95
O 1.69 -1.75 0.55
C -1.24 -1.15 -0.16
C 1.44 -0.70 0.02
C -0.13 1.56 -0.05
H 0.86 1.95 -0.10
H -1.44 -0.76 0.93
H -0.90 2.12 -0.43
H -0.21 1.47 0.94
H -2.22 -1.13 -0.79
H -0.83 -2.30 -0.04
```

Output
max |F|	5.02	eV Å⁻¹
energy relative to the best compared isomer or geometry (same formula, charge and spin)	118.2	kJ/mol
gap between HOMO and LUMO	6.8	eV
net charge	-1
DFT total energy	-25379.472	eV
SMILES	CP(C)C([O-])=S

Want to see where the charge sits? The Löwdin charges in e are: number 1, S, carries -0.03; number 2, P, carries 0.80; number 3, O, carries -0.12; number 4, C, carries -0.39; number 5, C, carries -0.95; number 6, C, carries -0.34; number 7, H, carries -0.09; number 8, H, carries 0.05; number 9, H, carries -0.01; number 10, H, carries -0.02; number 11, H, carries 0.02; number 12, H, carries 0.07



Record 3
Computed, not measured: a 2-piece molecular cluster, C2H7BrNO overall, with the ωB97M-V functional and the def2-TZVPD basis.

XYZ file:
```
12
Properties=species:S:1:pos:R:3
Br 3.37 0.21 0.06
O -1.74 1.17 -0.23
N 0.35 -0.24 -1.10
C -0.17 -0.52 0.04
C -1.44 0.06 0.59
H -1.40 0.39 1.60
H -0.02 0.64 -1.46
H 1.05 -0.80 -1.55
H -2.62 1.42 0.15
H -2.06 -0.93 0.44
H 0.09 -1.29 0.68
H 4.58 -0.10 0.78
```

Output
max |F|	8.72	eV Å⁻¹
multiplicity	3
energy relative to the best compared isomer or geometry (same formula, charge and spin)	17.2	kJ/mol
gap between HOMO and LUMO (alpha / beta)	7.8 / 3.8	eV
net charge	+1
⟨S²⟩	2.01
DFT total energy	-75754.161	eV

Want to see where the charge sits? The Löwdin charges in e are: number 1, Br, carries 0.42; number 2, O, carries 0.10; number 3, N, carries 0.18; number 4, C, carries -0.23; number 5, C, carries -0.15; number 6, H, carries 0.15; number 7, H, carries 0.15; number 8, H, carries 0.12; number 9, H, carries 0.16; number 10, H, carries 0.23; number 11, H, carries 0.10; number 12, H, carries -0.23